101
Properties=species:S:1:pos:R:3:forces:R:3 method="wB97M-V/def2-TZVPD" gap_ev="6.71 / 6.50" largest_force_ha_per_bohr=0.0271 lumo_energy_ev="-0.6 / -0.9" e_above_lowest_kcal_mol=9.0 multiplicity=1
Ti -0.233394 -0.094783 -0.028187 1.14 0.35 0.72
O 3.043716 -0.571900 -2.541866 -0.03 -0.04 0.04
C 2.058999 -0.699812 -1.859608 -0.04 0.12 -0.01
N 1.076825 0.243665 -1.574518 0.19 0.07 -0.36
C 0.968937 1.373509 -2.372352 0.07 -0.16 0.01
O 1.656221 1.714105 -3.302682 -0.02 0.03 0.00
C -0.270108 2.158858 -2.017701 0.01 0.05 0.06
C -0.673116 3.257924 -2.752643 -0.02 0.01 -0.02
C -1.867756 3.870590 -2.415913 -0.01 -0.03 0.02
C -2.628440 3.355967 -1.371392 0.02 0.01 0.02
C -2.154920 2.252850 -0.691115 -0.01 0.03 0.03
N -0.982700 1.687571 -0.993780 -0.11 -0.02 -0.24
C 1.724278 -2.024271 -1.217724 0.01 0.00 -0.01
C 2.462900 -3.160039 -1.475130 0.00 -0.01 0.02
C 2.091293 -4.337876 -0.847714 -0.01 0.03 0.00
C 0.998210 -4.335957 0.005819 0.00 0.00 0.00
C 0.304516 -3.156338 0.202209 0.00 -0.02 -0.02
N 0.661929 -2.023323 -0.405081 -0.14 -0.12 -0.19
H -0.045016 3.590777 -3.566530 0.00 0.00 -0.01
H -2.215958 4.731835 -2.970443 0.00 0.01 0.00
H -3.572304 3.794741 -1.080345 -0.03 0.02 0.01
H -2.715898 1.798245 0.118540 0.01 0.03 -0.04
H 3.311950 -3.086188 -2.139113 0.00 0.00 0.00
H 2.651615 -5.247956 -1.015067 0.00 0.00 0.00
H 0.682360 -5.232458 0.518726 0.00 -0.01 0.00
H -0.556778 -3.100709 0.855734 0.02 -0.01 -0.01
C -3.436015 -0.621258 -4.480682 0.00 0.00 0.02
C -4.292379 -0.328698 -3.426598 -0.02 0.00 0.01
C -3.846266 -0.381851 -2.116712 -0.06 0.02 -0.04
C -2.524410 -0.733838 -1.849556 -0.03 -0.01 0.10
C -1.669007 -1.041243 -2.904310 0.06 -0.03 -0.03
C -2.123527 -0.980164 -4.212820 0.00 0.00 0.01
N -2.019905 -0.730225 -0.526382 -0.94 -0.25 0.17
N -2.976466 -0.907230 0.416559 0.07 0.06 -1.00
C -2.462605 -0.869042 1.627835 0.49 -0.01 0.76
C -3.291149 -1.135574 2.760980 0.07 0.09 -0.25
C -2.727406 -1.230420 3.987331 0.30 0.01 0.16
C -1.318255 -1.081994 4.122025 -0.30 -0.05 0.12
C -0.574470 -0.786454 3.028433 -0.12 0.08 -0.38
N -1.117138 -0.619197 1.778758 -0.38 -0.28 0.49
H -3.791470 -0.575517 -5.501107 0.00 0.00 -0.01
H -5.319934 -0.051991 -3.626160 0.00 0.00 0.00
H -4.505092 -0.156275 -1.290544 0.00 0.00 -0.01
H -0.649962 -1.345208 -2.702670 -0.03 0.00 -0.01
H -1.447048 -1.221833 -5.021970 0.01 0.00 -0.01
H -4.346977 -1.284804 2.587313 -0.02 0.00 -0.01
H -3.337858 -1.443766 4.855045 0.01 0.00 0.01
H -0.831218 -1.198521 5.079179 -0.01 -0.01 0.02
H 0.500880 -0.684739 3.072049 0.01 0.00 -0.02
S 2.514826 -0.993460 1.552510 0.02 -0.07 -0.10
C 3.756755 -0.187382 2.334211 -0.20 -0.02 0.06
N 4.616175 0.369397 2.875484 0.18 0.03 0.01
C -0.263318 3.518522 1.677137 -0.02 0.09 0.00
P 0.943931 2.160871 1.368324 -0.09 0.02 -0.12
C 2.069402 2.888577 0.128567 -0.03 -0.03 -0.02
C 1.833192 4.117248 -0.482180 -0.02 0.01 0.01
C 2.702491 4.598310 -1.452625 0.02 0.00 -0.01
C 3.814118 3.857320 -1.819554 -0.02 0.00 0.01
C 4.060649 2.634184 -1.210714 0.00 0.02 0.00
C 3.196125 2.151649 -0.244924 0.01 -0.01 0.02
C 1.905166 2.320973 2.913606 0.02 -0.04 0.00
C 1.441249 1.734411 4.088882 -0.02 0.00 0.00
C 2.100357 1.947877 5.288972 0.01 0.00 0.01
C 3.232000 2.747136 5.329394 -0.01 -0.01 -0.01
C 3.697849 3.336284 4.164905 -0.01 0.01 0.00
C 3.039952 3.126457 2.963653 0.01 0.03 -0.02
P -1.480689 3.024372 2.999680 -0.01 -0.01 -0.05
C -1.126748 4.226260 4.337734 0.00 0.01 -0.01
C -2.159210 4.518543 5.231150 0.00 0.00 -0.01
C -1.946496 5.361578 6.308075 0.01 0.01 0.01
C -0.691528 5.918864 6.519520 -0.01 0.00 0.00
C 0.343520 5.621349 5.648675 -0.01 0.00 0.00
C 0.129780 4.778805 4.564951 0.00 0.01 0.02
C -3.006457 3.780034 2.306036 0.00 -0.01 0.04
C -4.127865 2.973059 2.144204 0.02 -0.01 -0.04
C -5.298749 3.487734 1.596784 0.00 0.01 0.00
C -5.356208 4.819735 1.217809 0.00 -0.01 -0.01
C -4.242831 5.637816 1.384904 0.00 -0.01 -0.01
C -3.077945 5.120480 1.925504 0.01 0.01 0.00
H -0.836728 3.707671 0.769842 0.02 0.00 0.01
H 0.265057 4.441188 1.930380 -0.04 -0.03 0.02
H 0.970344 4.713426 -0.213307 0.00 -0.01 0.00
H 2.504131 5.553015 -1.922803 0.00 0.01 -0.01
H 4.482902 4.225605 -2.585628 0.01 0.01 -0.01
H 4.916595 2.040974 -1.500448 0.02 -0.01 -0.01
H 3.389177 1.191724 0.218122 0.01 0.01 -0.02
H 0.545151 1.130562 4.081856 0.02 0.02 0.00
H 1.726040 1.486999 6.193614 -0.01 -0.01 0.02
H 3.754890 2.901990 6.263622 0.01 0.00 0.02
H 4.591700 3.945152 4.182008 0.01 0.01 0.00
H 3.429714 3.580005 2.061498 -0.01 -0.02 0.04
H -3.143187 4.090129 5.076672 -0.01 0.00 0.00
H -2.761390 5.583886 6.984600 -0.01 0.00 0.01
H -0.523136 6.576510 7.361946 0.00 0.01 0.01
H 1.329202 6.038355 5.809368 0.01 0.00 0.00
H 0.964551 4.545525 3.917495 0.01 0.01 0.00
H -4.079271 1.931056 2.443197 0.00 -0.01 0.01
H -6.163852 2.849078 1.474791 -0.01 -0.01 0.00
H -6.268111 5.225876 0.799924 -0.01 0.00 -0.01
H -4.289241 6.680619 1.098569 0.00 0.01 0.00
H -2.216876 5.764135 2.066156 0.01 0.01 0.01

118
Properties=species:S:1:pos:R:3:forces:R:3 method="wB97M-V/def2-TZVPD" gap_ev="4.26 / 5.84" largest_force_ha_per_bohr=0.0342 lumo_energy_ev="3.4 / 3.2" e_above_lowest_kcal_mol=19.6 multiplicity=6 charge=-2
Ru -0.720785 0.212593 0.966883 -1.22 -0.51 -0.83
S -4.004297 -3.191993 1.590976 -0.28 0.14 -0.64
As -2.465187 -1.997163 2.435019 -0.38 -0.33 0.64
S -0.642716 -2.171524 1.198150 0.20 -0.76 0.07
S -2.756828 0.211215 2.220819 -0.12 -0.22 0.26
S -2.177882 -2.565265 4.446027 0.18 0.17 -0.03
O 1.586137 0.416853 -0.681574 0.32 0.06 0.02
H 1.649766 -0.549395 -0.851342 0.04 0.15 -0.18
H 1.375882 0.783537 -1.548313 -0.10 -0.15 -0.01
C 2.214897 -3.024101 2.450758 -0.02 0.06 0.01
C 2.706551 -1.586877 2.302190 -0.01 -0.02 -0.01
As 1.430612 -0.057000 2.366302 1.17 -0.20 1.24
C 0.581054 -0.310253 4.131629 0.30 0.03 0.05
C 1.393325 -0.129485 5.409981 -0.01 -0.01 -0.24
C 2.854877 1.319001 2.559092 -0.08 -0.08 0.03
C 3.843543 1.254786 3.723074 -0.12 -0.02 -0.11
H 3.063992 -3.675095 2.686598 0.02 0.03 0.02
H 1.763421 -3.388372 1.531416 -0.07 0.00 -0.01
H 1.481024 -3.128843 3.251426 -0.03 -0.03 -0.03
H 3.230587 -1.472586 1.349166 0.03 0.07 0.03
H 3.424383 -1.385195 3.100132 -0.01 0.09 -0.06
H 0.200988 -1.332184 4.095977 -0.13 0.04 -0.11
H -0.297218 0.335591 4.146851 -0.05 -0.06 -0.06
H 2.349057 -0.654468 5.345895 0.02 0.05 0.12
H 0.833222 -0.540659 6.252839 0.00 0.00 0.01
H 1.583540 0.926054 5.612833 0.07 -0.04 0.05
H 2.373103 2.292655 2.546912 -0.03 0.02 -0.03
H 3.388729 1.238238 1.608147 -0.06 0.02 -0.03
H 3.379968 1.585380 4.650900 0.07 -0.02 0.01
H 4.688463 1.916611 3.515708 0.02 0.00 0.03
H 4.239753 0.251252 3.880251 0.05 0.05 0.05
F 3.687806 -5.148993 -5.182402 0.16 -0.13 -0.12
C 3.986910 -3.841143 -5.235958 -0.26 0.28 0.38
C 3.501432 -2.999895 -4.245034 0.22 -0.14 -0.32
C 3.854358 -1.663239 -4.346402 -0.29 -0.40 0.33
F 3.441717 -0.805791 -3.416690 0.09 0.26 -0.04
C 4.637693 -1.181220 -5.376676 0.13 -0.06 -0.22
F 4.968856 0.109019 -5.448163 0.02 0.17 0.01
C 5.095131 -2.050624 -6.353105 -0.24 -0.12 0.37
F 5.847352 -1.600527 -7.352681 0.16 0.09 -0.20
C 4.769458 -3.393770 -6.278722 0.07 0.04 -0.15
F 5.217010 -4.233155 -7.220602 0.04 -0.08 -0.08
Ge 2.347774 -3.767381 -2.819577 -0.49 0.18 0.37
S 1.230427 -2.517524 -1.518801 0.18 -0.38 -0.26
C 1.046994 -4.830287 -3.897803 0.04 -0.16 -0.25
C 0.184404 -4.104030 -4.707663 0.34 -0.03 0.34
F 0.351998 -2.779870 -4.797323 -0.17 0.07 -0.16
C -0.828467 -4.686686 -5.441107 -0.05 -0.15 0.02
F -1.639149 -3.956422 -6.208533 -0.10 0.09 -0.09
C -0.996221 -6.059777 -5.379358 0.30 0.17 0.16
F -1.971177 -6.646555 -6.069233 -0.16 -0.11 -0.13
C -0.129639 -6.821675 -4.615041 -0.13 -0.06 -0.03
F -0.284763 -8.150661 -4.582041 0.01 -0.11 -0.01
C 0.878614 -6.204466 -3.899526 0.11 0.46 0.05
F 1.723044 -6.980332 -3.208471 -0.02 -0.20 -0.02
C 3.501444 -4.956247 -1.715983 0.18 0.13 0.33
C 2.884186 -5.698102 -0.713573 0.00 0.24 -0.50
F 1.559590 -5.827809 -0.741130 -0.10 -0.16 0.18
C 3.582357 -6.296173 0.313826 0.16 -0.05 0.07
F 2.964721 -7.024180 1.242472 -0.10 -0.07 0.11
C 4.957046 -6.136047 0.381667 -0.21 0.21 -0.35
F 5.650892 -6.701502 1.363618 0.14 -0.13 0.20
C 5.605437 -5.384174 -0.582037 0.04 -0.11 0.16
F 6.932889 -5.229558 -0.511586 0.14 0.03 -0.01
C 4.873924 -4.804957 -1.599007 -0.47 -0.06 -0.26
F 5.539409 -4.061486 -2.499782 0.22 0.00 0.03
N -2.373766 -2.387008 -1.483030 0.12 -0.02 -0.04
C -2.744608 -1.126289 -1.264083 -0.03 0.31 -0.37
S -1.613257 0.141526 -1.444531 0.13 -0.18 -0.31
N -4.034016 -0.910897 -0.950096 -0.35 -0.16 0.13
C -4.699523 0.306773 -0.667687 0.04 0.15 -0.03
C -5.726612 0.270356 0.275662 0.17 -0.07 0.00
C -6.387589 1.431581 0.631194 -0.05 0.01 -0.05
C -6.054990 2.640022 0.034417 -0.04 0.05 0.06
C -5.074332 2.666591 -0.944516 -0.01 0.02 -0.02
C -4.404540 1.508079 -1.308625 -0.06 -0.11 -0.02
H -1.369740 -2.563752 -1.533651 -0.14 0.09 0.02
H -2.946242 -3.133742 -1.109621 -0.02 0.00 0.21
H -4.505895 -1.722114 -0.550703 0.15 -0.04 0.13
H -5.962326 -0.664136 0.767493 0.07 -0.08 0.07
H -7.152606 1.391089 1.396374 0.00 0.00 0.00
H -6.554687 3.553379 0.334564 0.00 -0.01 -0.02
H -4.816992 3.598069 -1.435167 0.05 0.00 0.02
H -3.649150 1.541422 -2.075174 0.02 0.03 0.01
C -2.188967 5.669838 -2.290526 -0.01 0.01 -0.06
C -1.801505 4.392597 -2.663686 0.01 -0.01 -0.06
C -1.338700 3.496754 -1.707127 -0.02 0.06 0.02
C -1.278967 3.836768 -0.357149 -0.02 -0.23 0.21
C -1.670235 5.131439 -0.003670 -0.08 0.04 -0.10
C -2.112488 6.040049 -0.954232 -0.02 0.05 0.05
Si -0.480939 2.675936 0.972651 0.31 1.73 -0.02
C -1.398796 3.163153 2.588914 0.18 0.08 -0.34
C -0.759776 3.095139 3.828145 -0.04 -0.02 -0.04
C -1.427608 3.402418 5.004501 0.05 -0.04 0.07
C -2.763062 3.777601 4.966033 -0.03 -0.01 -0.01
C -3.426301 3.814730 3.747395 -0.05 0.07 0.01
C -2.752276 3.506570 2.575350 0.02 -0.06 0.07
C 1.143517 3.728809 1.020725 -0.26 -0.05 0.13
C 1.348390 4.755098 1.945895 0.05 -0.01 0.05
C 2.461875 5.583243 1.883275 -0.02 0.04 -0.02
C 3.399445 5.412589 0.875410 0.06 0.05 0.02
C 3.214768 4.402979 -0.058634 -0.01 -0.03 -0.05
C 2.102012 3.578093 0.016648 0.03 0.02 0.02
H -2.534984 6.376384 -3.036376 -0.02 0.00 0.01
H -1.857972 4.087564 -3.702604 0.03 0.02 -0.01
H -1.023532 2.512870 -2.025101 -0.02 0.00 -0.03
H -1.623867 5.438559 1.035294 0.03 0.01 -0.01
H -2.391956 7.044732 -0.655335 -0.02 -0.02 0.02
H 0.280430 2.781813 3.869410 0.01 0.05 0.06
H -0.909647 3.339152 5.955032 0.00 -0.01 -0.01
H -3.289392 4.019640 5.881765 0.00 -0.01 0.00
H -4.475367 4.085978 3.708502 -0.01 -0.04 0.01
H -3.294785 3.501543 1.635758 -0.01 0.07 -0.01
H 0.624855 4.909245 2.737950 0.01 0.05 -0.02
H 2.587347 6.375404 2.613621 0.01 -0.01 0.01
H 4.260579 6.068056 0.812298 0.02 -0.03 0.02
H 3.939913 4.252428 -0.850484 0.00 0.02 0.00
H 1.986434 2.791928 -0.716526 0.00 -0.05 -0.02